P | Density functional theory data (wB97M-V/def2-TZVPD) for CH3Cl2NOS as an isolated structure.

Calculated values
HOMO-LUMO gap (alpha / beta), eV: 7.48 / 8.27
Total charge: 0
Molecular weight, g mol⁻¹: 148.01
2S+1: 1
HOMO energy (alpha / beta), eV: -8.77 / -9.39

```
9
Properties=species:S:1:pos:R:3:mulliken_charge:R:1
C 1.0714 -0.3686 -0.5074 -0.2809
N -1.5158 -0.2274 0.9994 -0.4657
O 0.2874 2.0686 -0.1527 -0.4330
S 0.5230 0.9508 0.7155 0.5847
Cl 2.7338 -0.7568 -0.0419 -0.1701
Cl -2.2536 -0.8293 -0.3762 -0.0598
H 0.2370 -1.2279 -0.3325 0.2108
H 1.1478 -0.0749 -1.4926 0.3370
H -2.2309 0.4654 1.1885 0.2770
```



Q | Density functional theory data (wB97M-V/def2-TZVPD) for one molecule with the formula CH3Cl2NOS.

Calculated values
HOMO-LUMO gap, eV: 9.93
Total charge: 0
Molecular weight, g mol⁻¹: 148.01
2S+1: 1
HOMO energy, eV: -9.56

```
9
Properties=species:S:1:pos:R:3:mulliken_charge:R:1
C -0.9248 -0.0605 0.9520 -0.4216
N 0.4535 -0.6266 -1.3397 -0.3721
O 1.3251 1.1914 0.2238 -0.5286
S 0.0686 0.8100 -0.4147 0.5607
Cl -1.6683 1.2683 1.7740 -0.1589
Cl 2.0349 -1.1202 -1.0548 -0.0489
H -1.5933 -0.7594 0.5233 0.3848
H -0.1757 -0.3095 1.6844 0.2563
H 0.4800 -0.3935 -2.3484 0.3283
```



Preferred: Q; penalty for the next structure: 1.637 eV.



P | Density functional theory data (wB97M-V/def2-TZVPD) for a 2-piece molecular cluster, C2H9N2 overall.

Calculated values
HOMO-LUMO gap, eV: 9.67
Total charge: +1
Molecular weight, g mol⁻¹: 61.11
2S+1: 1
HOMO energy, eV: -14.15

```
13
Properties=species:S:1:pos:R:3:mulliken_charge:R:1
C 1.5504 0.2396 0.5581 -0.8252
C -1.4614 -0.6720 -0.4999 -0.2230
N -1.3138 0.0392 -1.5700 -0.2114
N 0.1891 0.1543 0.9467 -0.5269
H 2.0883 0.6363 1.4545 0.3137
H 1.9281 -0.6254 0.1384 0.3276
H 1.6581 0.9347 -0.3227 0.2847
H -0.9898 -1.5094 -0.3378 0.3974
H -2.0486 -0.1788 0.2904 0.2787
H -1.6711 0.9331 -1.6887 0.2646
H -0.6177 -0.0614 -2.3867 0.3094
H -0.0799 -0.4224 1.7488 0.2952
H -0.3058 1.0120 1.1689 0.3152
```



Q | Density functional theory data (wB97M-V/def2-TZVPD) for an isolated ion of composition C2H9N2 and charge +1.

Calculated values
HOMO-LUMO gap, eV: 10.31
Total charge: +1
SMILES: NCC[NH3+]
Molecular weight, g mol⁻¹: 61.11
2S+1: 1
HOMO energy, eV: -14.00

```
13
Properties=species:S:1:pos:R:3:mulliken_charge:R:1
N 0.9956 1.3211 0.1047 -0.5324
C 0.3610 0.2789 0.9090 -0.4294
C 0.0515 -0.8818 -0.0111 -0.6789
N -1.1588 -0.5840 -0.8926 -0.3092
H 1.9930 1.4495 0.1841 0.2181
H 0.6399 2.2551 0.2927 0.2248
H 1.0924 -0.0628 1.6414 0.3201
H -0.5195 0.7123 1.3776 0.3590
H 0.8311 -0.8855 -0.7769 0.3763
H -0.0292 -1.8641 0.4429 0.3975
H -2.0245 -0.6651 -0.3511 0.3391
H -1.2911 -1.3585 -1.5432 0.3490
H -0.9414 0.2847 -1.3775 0.3661
```



R | Density functional theory data (wB97M-V/def2-TZVPD) for a 2-piece molecular cluster, C2H9N2 overall.

Calculated values
HOMO-LUMO gap, eV: 6.43
Total charge: +1
Molecular weight, g mol⁻¹: 61.11
2S+1: 1
HOMO energy, eV: -14.92

```
13
Properties=species:S:1:pos:R:3:mulliken_charge:R:1
N 2.2315 -0.6316 -1.1066 -0.5498
C 0.1769 0.2508 0.4324 -0.5919
C -1.1837 -0.2389 0.2191 -0.1220
N -2.1227 0.8047 0.7073 -0.5837
H 1.7286 -1.4485 -1.2699 0.2572
H 2.9799 -0.4126 -1.8574 0.2587
H 1.5785 0.1395 -0.6568 0.2370
H 0.8969 -0.4345 0.6751 0.4281
H 0.2339 1.2430 0.7286 0.4239
H -1.4205 -0.3733 -0.8709 0.3062
H -1.5119 -1.2091 0.6934 0.3933
H -2.1202 0.7325 1.7461 0.2817
H -1.4673 1.5781 0.5594 0.2614
```



Preferred: Q; penalty for the next structure: 1.541 eV.



P | Density functional theory data (wB97M-V/def2-TZVPD) for a 3-piece molecular cluster, C4H14NO3 overall.

Calculated values
HOMO-LUMO gap (alpha / beta), eV: 3.83 / 7.52
Total charge: 0
Molecular weight, g mol⁻¹: 124.16
2S+1: 2
HOMO energy (alpha / beta), eV: -3.97 / -7.69

```
22
Properties=species:S:1:pos:R:3:mulliken_charge:R:1
O -1.1147 2.4120 1.2365 -0.7484
C -0.2074 1.7649 1.8992 -0.3969
C 0.5598 0.6767 1.1950 0.2003
N 0.0530 0.7449 -0.1990 0.1127
C 0.7682 1.5566 -1.1901 -0.9661
C 0.3799 -0.7687 1.7474 -1.3669
H 0.1428 1.9729 2.9179 0.3697
H 1.6530 0.8227 1.2266 0.2423
H -0.1805 -0.1740 -0.5642 0.0586
H -0.9189 1.1093 -0.0927 0.4628
H 1.1152 1.0194 -2.0687 0.3289
H 1.6792 1.9451 -0.7768 0.3329
H 0.1271 2.3673 -1.5152 0.3248
H 1.1548 -1.4119 1.3039 0.2813
H -0.5434 -1.2396 1.3950 0.2571
H 0.5122 -0.6620 2.8193 0.4980
H -2.2079 -0.7543 -2.8423 0.3171
H -1.2683 -1.5864 -1.9454 0.3384
O -1.8686 -0.8305 -1.9449 -0.6309
H -0.6605 -3.0488 -0.4897 0.3433
H 0.6695 -3.2816 -1.3109 0.2639
O 0.1557 -2.6341 -0.8008 -0.6228
```



Q | Density functional theory data (wB97M-V/def2-TZVPD) for a 4-piece molecular cluster, C4H14NO3 overall.

Calculated values
HOMO-LUMO gap (alpha / beta), eV: 5.14 / 8.11
Total charge: 0
Molecular weight, g mol⁻¹: 124.16
2S+1: 2
HOMO energy (alpha / beta), eV: -4.96 / -7.93

```
22
Properties=species:S:1:pos:R:3:mulliken_charge:R:1
C -1.4076 -0.6704 -1.8635 -1.1883
C -1.4094 -1.1136 -0.4422 0.7888
C -2.4876 -1.6655 0.1209 -1.0013
C -0.3109 -0.3809 1.6848 -0.7690
N -0.3077 -0.8336 0.4004 -0.0276
H -0.4881 -0.7790 -2.4183 0.2903
H -2.2162 -1.1758 -2.4116 0.3554
H -1.6786 0.3985 -2.0306 0.2101
H -2.4875 -2.1977 1.0647 0.3586
H -3.4693 -1.6761 -0.3982 0.2278
H 0.5565 -0.2723 2.3019 0.2640
H -1.3320 -0.1409 2.0337 0.3063
H 0.6756 -0.8124 -0.0067 0.2847
H -2.2496 2.9048 -0.0095 0.3069
H -1.0627 3.6670 0.4038 0.2972
O -1.4345 2.7801 0.4939 -0.6109
H 4.9393 1.3075 0.5280 0.3079
H 4.3836 0.4782 1.6384 0.3214
O 4.1142 0.8944 0.8096 -0.6606
H 2.8906 0.0598 -0.0065 0.3265
H 2.6105 -0.3472 -1.3761 0.2839
O 2.1715 -0.4248 -0.5169 -0.6721
```



Preferred: Q; penalty for the next structure: 0.391 eV.



P | Density functional theory data (wB97M-V/def2-TZVPD) for a 2-piece molecular cluster, CH7NS overall.

Calculated values
HOMO-LUMO gap, eV: 10.54
Total charge: 0
SMILES: CN.S
Molecular weight, g mol⁻¹: 65.14
2S+1: 1
HOMO energy, eV: -9.65

```
10
Properties=species:S:1:pos:R:3:mulliken_charge:R:1
C -1.3348 0.1395 -1.2300 -0.7238
N -0.0929 -0.4902 -1.8876 -0.5722
H -1.6089 -0.3952 -0.3266 0.2328
H -1.0157 1.1568 -1.0209 0.2386
H -2.1830 0.1706 -1.9262 0.3382
H -0.4357 -0.6714 -2.8330 0.2499
H -0.1884 -1.4500 -1.5409 0.2401
S 0.7940 0.2254 1.4609 -0.2735
H -0.3068 -0.2214 2.0845 0.1336
H 1.4610 0.5012 2.5512 0.1363
```



Q | Density functional theory data (wB97M-V/def2-TZVPD) for a 2-piece molecular cluster, CH7NS overall.

Calculated values
HOMO-LUMO gap, eV: 10.61
Total charge: 0
SMILES: CN.S
Molecular weight, g mol⁻¹: 65.14
2S+1: 1
HOMO energy, eV: -9.58

```
10
Properties=species:S:1:pos:R:3:mulliken_charge:R:1
C -1.6099 -1.7655 0.8640 -0.5866
N -0.3956 -1.8802 1.7479 -0.5655
H -1.5487 -0.8267 0.3098 0.1801
H -1.5955 -2.5473 0.1005 0.2498
H -2.4990 -1.8033 1.4884 0.2586
H -0.8194 -1.9855 2.6641 0.2356
H 0.0373 -2.7780 1.5649 0.2281
S 3.2330 4.5799 -3.1531 -0.2933
H 2.2646 5.4712 -3.1783 0.1451
H 2.9331 3.5354 -2.4082 0.1481
```



Preferred: P; penalty for the next structure: 0.141 eV.